300
Properties=species:S:1:pos:R:3:forces:R:3:lowdin_charge:R:1 method="wB97M-V/def2-TZVPD" spin_multiplicity=1 de_lowest_kcal_mol=0.00 homo_ha=-0.7024 charge=+6 homo_lumo_gap_ev=9.87
C -9.712988 -4.813636 -1.069060 0.811 0.407 0.693 -0.065
C -8.516637 -4.993632 -2.070103 -0.766 -1.342 0.984 -0.222
C -8.230011 -3.660702 -2.669311 -1.386 0.920 0.569 -0.202
N -6.923933 -3.457669 -3.269664 2.453 0.682 -0.153 -0.260
C -6.527777 -4.673590 -4.157935 -0.820 2.169 0.137 0.084
C -5.860132 -3.190704 -2.121177 0.420 -0.803 -2.103 -0.031
C -4.635168 -2.530314 -2.858774 -0.813 0.012 1.319 -0.132
C -5.284863 -1.911810 -4.091777 0.800 1.470 -1.816 -0.177
C -6.796939 -2.169716 -4.082494 0.238 -0.659 0.013 -0.082
H -9.250737 -4.395635 -0.163466 -0.134 0.100 -0.062 0.077
H -10.247438 -5.681712 -0.678106 0.272 -0.255 -0.718 0.089
H -10.446642 -4.067058 -1.363067 -0.098 -0.126 -0.455 0.080
H -8.668818 -5.799998 -2.792054 -0.205 0.244 -0.056 0.121
H -7.670454 -5.304284 -1.451517 0.085 -0.094 -0.054 0.107
H -8.384755 -2.963402 -1.802481 0.311 0.023 -1.212 0.148
H -8.898946 -3.431352 -3.486045 -0.775 0.099 0.093 0.148
H -7.339214 -4.846220 -4.889593 0.445 0.088 0.475 0.138
H -6.424748 -5.455956 -3.465453 0.218 -1.324 0.469 0.081
H -5.599095 -4.418956 -4.651739 0.095 -0.124 -0.082 0.095
H -5.677571 -4.203585 -1.777381 0.302 0.231 0.633 0.119
H -6.328752 -2.558403 -1.387786 -0.251 0.108 0.192 0.125
H -3.953338 -3.335251 -3.089776 0.332 -0.052 -0.303 0.094
H -4.059608 -1.779569 -2.236833 -0.910 -0.936 -0.509 0.137
H -4.792574 -2.242271 -5.044689 -0.631 -0.222 0.812 0.115
H -5.092982 -0.818725 -4.173288 -0.316 -0.563 0.405 0.123
H -7.237134 -2.257710 -5.086762 0.133 -0.314 0.391 0.150
H -7.369162 -1.412026 -3.557646 0.076 0.126 0.242 0.135
C 3.889949 -3.931845 -0.958432 -1.476 -0.637 -0.897 -0.064
C 3.868447 -4.905609 -2.141971 0.412 1.370 -1.290 -0.256
C 4.271599 -6.287923 -1.813353 1.631 -0.859 -0.044 -0.141
N 4.398379 -7.216974 -3.024408 0.651 0.268 -0.318 -0.240
C 3.159707 -7.108476 -3.833790 0.631 1.177 -0.319 0.000
C 4.478015 -8.669195 -2.618091 0.130 0.196 0.530 -0.106
C 5.228614 -9.342364 -3.783273 -0.614 0.749 0.242 -0.111
C 6.362536 -8.318588 -4.154356 -0.875 -1.087 -0.174 -0.110
C 5.725145 -6.982806 -3.899380 -0.872 1.008 0.860 -0.057
H 4.815491 -3.903720 -0.423834 0.789 0.295 -0.068 0.080
H 3.145208 -4.260598 -0.250269 -0.421 0.162 0.404 0.053
H 3.547784 -2.987972 -1.398136 0.402 0.101 0.711 0.068
H 4.561161 -4.467424 -2.884294 0.046 -0.405 0.097 0.125
H 2.910275 -4.889111 -2.683795 -0.010 0.124 0.623 0.105
H 3.580791 -6.768522 -1.149410 -0.579 -0.324 0.366 0.126
H 5.251297 -6.268635 -1.289483 -0.438 -0.250 -0.433 0.156
H 2.329378 -7.054279 -3.151239 -0.421 -0.187 0.094 0.106
H 3.111131 -7.940248 -4.492528 -0.219 -0.710 -0.453 0.098
H 3.207151 -6.204348 -4.435671 -0.122 0.049 0.028 0.103
H 3.455936 -9.015091 -2.337629 0.696 0.078 -0.649 0.152
H 5.016874 -8.638005 -1.675683 0.516 -0.426 -0.017 0.133
H 4.505246 -9.576985 -4.581387 0.454 0.476 -0.065 0.122
H 5.580162 -10.301775 -3.498764 0.628 -0.787 0.414 0.113
H 6.666385 -8.445192 -5.217186 -0.013 0.148 0.885 0.143
H 7.212381 -8.413628 -3.470363 -0.086 -0.365 -0.376 0.130
H 5.456278 -6.419967 -4.769999 -0.610 -0.062 -0.659 0.118
H 6.365637 -6.278606 -3.371223 -0.070 -0.238 0.500 0.129
C -5.161971 2.346683 1.715432 0.312 -0.536 0.422 -0.088
C -5.729909 3.794526 1.533218 1.546 -1.217 -0.316 -0.233
C -7.174532 3.786517 1.087199 -0.055 0.178 -0.418 -0.133
N -7.777154 5.187213 0.870996 -0.968 -1.620 3.269 -0.249
C -7.708495 5.895883 2.268276 -0.088 0.096 -0.164 0.041
C -9.283140 4.998291 0.474739 0.909 1.934 -1.307 -0.033
C -9.334482 5.726112 -0.936228 0.637 -0.884 1.083 -0.105
C -8.144113 6.682853 -0.906954 -0.337 1.374 0.148 -0.151
C -7.075247 5.968334 -0.150996 1.212 -1.365 -0.835 -0.150
H -5.722848 1.842140 2.519725 0.092 -0.033 -0.426 0.082
H -4.080316 2.234820 2.015186 -1.024 0.928 -0.128 0.071
H -5.173972 1.726193 0.807662 -0.541 0.290 0.090 0.071
H -5.061365 4.261339 0.801869 -0.324 0.346 0.065 0.113
H -5.595350 4.277293 2.487556 -0.013 0.281 0.215 0.092
H -7.791139 3.254679 1.836776 0.110 0.348 -0.541 0.150
H -7.251390 3.318799 0.089833 -0.137 -0.077 0.520 0.144
H -6.668540 5.877426 2.662014 -0.909 -0.088 -0.451 0.100
H -8.417070 5.413170 2.954381 0.459 -0.290 -0.272 0.114
H -8.042952 6.943515 2.256865 0.152 -0.301 -0.729 0.120
H -9.822948 5.501573 1.272054 -0.342 -0.139 -0.251 0.125
H -9.586266 3.965392 0.341058 0.367 -0.128 0.496 0.125
H -10.240096 6.313213 -1.029177 -0.317 -0.474 -0.460 0.126
H -9.186561 4.892699 -1.646404 -0.472 0.811 -0.221 0.124
H -8.461353 7.565167 -0.334035 0.067 -0.151 0.169 0.131
H -7.799955 7.159405 -1.834229 -0.166 -0.739 -0.062 0.138
H -6.352151 6.527944 0.398557 0.457 0.941 -0.020 0.126
H -6.463534 5.239185 -0.753287 -0.826 0.683 0.169 0.150
C 7.395078 6.018906 1.882345 0.001 0.149 0.208 -0.101
C 6.746371 6.601292 0.671142 -1.195 0.013 0.041 -0.254
C 5.335032 7.048812 1.075413 -0.769 -0.728 -0.264 -0.266
C 4.627270 7.546165 -0.155170 -0.625 0.259 -0.824 -0.271
P 3.090067 8.450528 0.156681 0.206 0.414 -0.377 0.983
C 2.547625 9.315020 -1.355758 -0.240 1.388 0.620 -0.216
C 1.490386 10.495791 -1.173411 -0.326 -0.772 0.762 -0.249
C 1.086738 11.129887 -2.463570 2.210 0.795 -1.079 -0.245
C 2.331053 11.915954 -3.085384 -3.002 -0.451 -0.393 -0.065
C 1.714650 7.309913 0.448261 -0.158 0.477 -0.631 -0.269
C 1.912986 6.400334 1.651685 0.094 -0.679 0.045 -0.230
C 0.753188 5.413266 1.877256 -0.433 1.080 0.991 -0.274
C 0.465518 4.503539 0.743220 -0.438 -0.933 -1.614 -0.124
C 3.328741 9.529124 1.541071 0.528 1.982 -0.531 -0.264
C 4.370419 10.712533 1.219480 0.734 -1.211 1.024 -0.179
C 5.013485 11.107279 2.609284 -0.235 0.827 -1.671 -0.239
C 5.971787 10.092067 3.222556 0.779 0.222 -0.636 -0.105
H 7.488281 6.817249 2.616538 0.066 -0.248 0.363 0.084
H 8.364643 5.685026 1.613243 1.062 -0.464 0.121 0.071
H 6.815736 5.173226 2.279447 0.173 0.271 0.002 0.080
H 6.716688 5.874620 -0.163529 -0.206 0.276 0.338 0.125
H 7.256968 7.487996 0.282799 0.212 -0.127 0.164 0.123
H 5.280509 7.818466 1.814222 0.920 0.814 0.493 0.065
H 4.712336 6.289859 1.603542 0.730 -0.182 -0.689 0.106
H 4.313485 6.723161 -0.779506 -0.047 -0.536 -0.374 0.098
H 5.325052 8.114475 -0.795938 -0.460 0.196 0.350 0.119
H 2.107583 8.469747 -1.893214 -0.096 0.363 -0.433 0.092
H 3.405310 9.708398 -1.916606 -0.069 -0.283 0.159 0.102
H 1.752445 11.351103 -0.547666 0.943 -0.435 0.344 0.109
H 0.604914 10.120582 -0.673819 -0.305 -0.502 0.155 0.094
H 0.278416 11.835429 -2.375965 -0.430 -0.010 0.430 0.109
H 0.839299 10.386147 -3.186142 -0.631 -0.593 -0.567 0.093
H 1.848981 12.744943 -3.618503 0.698 0.046 0.041 0.084
H 2.760717 11.268278 -3.825388 0.831 -0.051 -0.185 0.063
H 2.984627 12.274927 -2.326031 0.716 0.277 0.391 0.060
H 1.639156 6.771957 -0.524971 -0.041 -0.011 0.741 0.102
H 0.812278 7.970855 0.483775 0.515 -0.549 0.254 0.120
H 2.211804 6.948165 2.550405 -0.701 0.259 0.036 0.118
H 2.821475 5.822445 1.495909 0.023 -0.373 -0.398 0.084
H -0.177107 5.954107 2.097091 0.196 0.260 0.005 0.115
H 0.908453 4.834578 2.785114 0.369 -0.094 0.176 0.080
H 0.115882 5.043919 -0.150875 0.235 0.051 0.209 0.074
H -0.380085 3.814636 0.943981 0.613 0.163 0.160 0.077
H 1.346406 3.922904 0.419832 -0.293 0.009 0.207 0.080
H 3.562534 9.062066 2.501664 0.030 -0.229 -0.379 0.090
H 2.394779 10.067199 1.653225 -0.501 -0.095 0.277 0.098
H 3.903384 11.525052 0.655135 -0.252 -0.004 0.588 0.102
H 5.181614 10.399578 0.553846 0.013 -0.374 0.068 0.099
H 4.172827 11.223924 3.255252 -0.565 0.449 0.772 0.093
H 5.485860 12.113091 2.492929 -0.234 -0.866 0.142 0.131
H 6.579111 9.587861 2.439624 -0.099 0.432 0.452 0.076
H 5.492096 9.303192 3.793004 -0.253 -0.046 0.150 0.063
H 6.643904 10.641285 3.902170 -0.159 -0.471 -0.233 0.093
C -4.534632 -10.673387 4.113099 -0.847 -0.610 -1.783 -0.124
C -3.380232 -10.068875 4.814339 1.162 0.285 0.596 -0.267
C -2.875187 -8.800370 4.084447 -0.226 -0.417 0.242 -0.277
C -1.733538 -8.122690 4.822651 -0.243 0.318 -0.338 -0.254
P -1.246075 -6.614506 3.887807 -0.715 0.597 0.218 1.085
C 0.372293 -5.992138 4.392529 -0.108 -0.298 -0.136 -0.279
C 1.550903 -6.837888 3.933540 0.952 -0.559 1.957 -0.251
C 2.869151 -6.076791 4.083495 0.640 0.797 -0.631 -0.234
C 3.137515 -5.183148 2.830219 0.664 -0.705 0.417 -0.103
C -1.211646 -6.773844 2.022063 -1.452 -0.400 1.653 -0.247
C -0.477445 -5.678418 1.304668 1.326 0.382 -0.148 -0.250
C -0.244116 -6.020195 -0.191483 0.673 0.416 1.678 -0.246
C -1.480190 -5.659560 -0.941835 0.271 -0.799 -0.715 -0.101
C -2.495348 -5.346469 4.419837 0.503 -1.164 -0.080 -0.259
C -2.417413 -4.100357 3.598484 0.274 0.700 -1.121 -0.290
C -3.238394 -3.038358 4.274629 0.872 0.976 0.862 -0.257
C -3.116486 -1.663747 3.636514 -0.463 -0.493 -0.030 -0.086
H -4.949037 -11.587934 4.550772 0.249 0.298 0.143 0.093
H -4.294927 -10.914071 3.053482 0.051 -0.039 0.573 0.090
H -5.327623 -9.938640 4.029946 -0.415 0.077 0.172 0.073
H -2.547139 -10.806075 4.909329 -0.484 0.592 0.086 0.133
H -3.721811 -9.777995 5.820872 0.421 -0.100 -0.106 0.124
H -3.707413 -8.089129 3.986619 0.040 -0.206 -0.198 0.111
H -2.481155 -9.046808 3.105874 -0.393 -0.308 -0.485 0.099
H -0.910244 -8.815153 4.917449 0.418 -0.085 0.144 0.101
H -2.129387 -7.864460 5.813826 0.600 0.389 -0.061 0.118
H 0.310704 -5.981193 5.481988 0.259 0.279 0.074 0.109
H 0.563887 -4.997322 4.002778 -0.562 0.426 0.127 0.080
H 1.524201 -7.147424 2.918297 -0.515 -0.501 -0.946 0.086
H 1.629102 -7.719297 4.594727 -0.215 0.076 -0.509 0.127
H 3.716388 -6.757521 4.125486 -0.143 -0.320 0.224 0.111
H 2.892786 -5.499558 5.025259 -0.041 -0.108 -0.399 0.117
H 2.388316 -4.395239 2.770230 0.254 0.326 -0.289 0.048
H 3.066822 -5.831277 1.935789 -0.200 0.282 0.255 0.061
H 4.195821 -4.809956 2.798617 -1.118 0.076 0.294 0.091
H -2.288255 -6.780453 1.786545 0.268 -0.139 -0.222 0.102
H -0.841966 -7.769140 1.832608 0.282 -0.403 -0.239 0.095
H 0.513100 -5.537611 1.761345 -0.331 0.161 0.022 0.084
H -1.045473 -4.753441 1.422314 0.356 0.089 -0.234 0.083
H 0.022944 -7.065978 -0.196239 -0.145 -0.610 -0.388 0.100
H 0.660693 -5.501769 -0.588254 -0.753 0.037 0.321 0.109
H -1.303314 -5.993410 -1.960277 -0.681 0.187 -0.394 0.074
H -1.564404 -4.601706 -0.871979 -0.253 0.993 -0.328 0.048
H -2.388702 -6.096451 -0.523005 0.099 -0.235 -0.139 0.081
H -2.262984 -5.149681 5.464203 0.392 0.113 0.179 0.087
H -3.534293 -5.703359 4.505608 0.385 -0.357 -0.522 0.117
H -2.755749 -4.268542 2.556116 -0.233 -0.042 0.486 0.122
H -1.398122 -3.727745 3.431894 0.108 -0.151 0.406 0.100
H -2.887146 -2.967972 5.328430 -0.472 -0.140 -0.456 0.115
H -4.255847 -3.362699 4.250070 -0.872 -0.107 0.343 0.111
H -2.090815 -1.346886 3.543522 0.417 0.158 -0.100 0.050
H -3.694305 -0.900372 4.139374 -0.050 0.120 0.420 0.072
H -3.552889 -1.750341 2.661307 -0.003 0.211 -0.902 0.067
C -2.160332 -4.595755 -6.180411 0.719 -0.830 0.845 -0.094
C -0.751932 -4.164651 -5.784623 -0.779 0.817 -0.187 -0.276
C -0.463200 -2.807155 -6.400831 1.954 -0.040 0.136 -0.239
C 0.883706 -2.314095 -5.780588 -1.619 0.715 -0.865 -0.268
P 1.143362 -0.548741 -6.070597 1.625 0.050 1.538 1.049
C -0.325859 0.351845 -5.484987 0.368 -0.404 0.607 -0.243
C -0.064579 1.716419 -4.830003 0.912 -0.286 0.389 -0.267
C -1.335802 2.341808 -4.329564 -0.373 0.713 -1.362 -0.245
C -2.210663 2.774173 -5.529115 0.140 0.337 -0.288 -0.096
C 2.464988 -0.101405 -4.816612 -0.380 0.374 -1.440 -0.237
C 2.193782 -0.418998 -3.336265 0.075 -0.561 -0.774 -0.250
C 3.126949 0.317213 -2.396090 -1.147 -0.079 0.333 -0.255
C 2.804387 1.822139 -2.297419 0.597 -1.092 0.455 -0.073
C 1.661344 -0.258014 -7.783907 -0.617 -0.693 0.226 -0.277
C 1.785210 1.190200 -8.211440 1.190 1.569 0.619 -0.259
C 1.314043 1.368442 -9.645970 -0.504 -0.874 -0.332 -0.262
C 2.206133 0.620731 -10.638332 -0.775 0.637 0.241 -0.081
H -2.828908 -3.737108 -6.044668 -0.162 -0.411 0.153 0.058
H -2.390223 -5.467452 -5.524160 -0.522 0.609 -0.714 0.087
H -2.169875 -4.880227 -7.222555 -0.261 -0.230 -0.236 0.082
H 0.021553 -4.894851 -6.014550 -0.055 -0.108 -0.162 0.117
H -0.736157 -3.984586 -4.708981 0.075 -0.254 0.237 0.101
H -1.257405 -2.117557 -6.102561 0.009 -0.008 -0.331 0.096
H -0.310752 -2.824317 -7.485262 -0.597 -0.128 0.052 0.124
H 1.730396 -2.934083 -6.026426 0.353 -0.048 -0.377 0.108
H 0.721584 -2.384752 -4.733338 0.186 0.021 1.246 0.066
H -0.724245 -0.322582 -4.703580 0.045 0.168 -0.215 0.107
H -1.069312 0.394865 -6.259860 -0.338 0.144 -0.474 0.090
H 0.497360 2.374829 -5.460680 -0.091 0.549 -0.968 0.099
H 0.642754 1.643658 -4.010140 -0.107 -0.596 0.367 0.073
H -1.129310 3.245878 -3.748652 0.127 -0.302 0.135 0.114
H -1.813120 1.600567 -3.717926 -0.574 -0.167 0.593 0.098
H -2.774234 1.966530 -6.018177 0.492 0.005 0.033 0.068
H -1.564605 3.305294 -6.282914 -0.722 -0.559 0.598 0.100
H -2.988864 3.468952 -5.225534 0.019 0.218 0.109 0.066
H 2.674770 0.955348 -5.025236 -0.089 -0.002 0.285 0.086
H 3.362055 -0.609539 -5.183879 0.031 -0.134 0.182 0.104
H 2.266071 -1.502905 -3.249012 0.317 -0.136 0.288 0.095
H 1.183612 -0.228931 -2.998751 -0.395 0.302 -0.206 0.082
H 4.141486 0.218859 -2.641079 1.581 -0.220 -0.967 0.091
H 3.089385 -0.227655 -1.447109 -0.439 0.572 0.222 0.088
H 1.779955 1.932319 -1.953349 -0.125 0.260 0.153 0.067
H 2.924753 2.321114 -3.280140 0.175 -0.059 0.740 0.080
H 3.514528 2.152203 -1.515923 -0.494 0.686 -0.622 0.063
H 0.866225 -0.718494 -8.384274 -0.152 -0.073 0.118 0.098
H 2.537470 -0.889275 -8.011845 -0.113 0.379 0.329 0.121
H 2.849061 1.499354 -8.053313 -0.614 -0.181 -0.442 0.133
H 1.251778 1.910987 -7.558265 -0.138 -0.633 -0.159 0.100
H 1.182885 2.399186 -9.961092 0.169 0.190 0.282 0.117
H 0.320591 0.900622 -9.669351 -0.141 0.293 -0.146 0.108
H 1.824725 0.734358 -11.658016 0.354 0.109 0.165 0.093
H 2.198679 -0.435301 -10.417207 0.279 -0.425 0.032 0.062
H 3.184792 1.051077 -10.499818 0.607 -0.190 -0.514 0.081
C 6.245171 1.054496 5.934078 -1.938 -1.179 -0.492 -0.063
C 5.040288 0.384060 6.615417 -0.600 0.599 0.187 -0.254
C 3.939176 1.352858 6.991765 -0.571 2.131 -0.023 -0.215
C 3.362631 2.343250 5.901705 0.758 -1.032 0.554 -0.229
P 2.154582 1.626852 4.824937 -1.003 -1.158 -0.588 0.990
C 1.831244 -0.139654 4.882081 0.322 -1.270 0.920 -0.264
C 0.984996 -0.730928 6.024261 -0.776 0.662 0.198 -0.209
C 0.481979 -2.139130 5.649511 0.174 0.029 0.666 -0.236
C -0.219525 -3.012524 6.706711 0.076 0.092 0.507 -0.076
C 0.578928 2.458910 5.053626 -0.582 -0.319 -1.008 -0.256
C -0.488639 2.179865 3.964642 0.107 -1.630 0.067 -0.230
C -1.873607 2.497680 4.484829 -1.031 1.546 0.034 -0.255
C -2.140855 4.022566 4.717568 -0.187 -0.930 -0.613 -0.078
C 2.623996 1.944807 3.154037 -0.506 0.181 -1.019 -0.272
C 3.958222 1.393363 2.662156 -0.089 -0.127 1.427 -0.250
C 4.087547 1.400150 1.187485 0.958 0.705 -1.681 -0.285
C 5.287208 0.543861 0.725035 -0.333 0.502 1.318 -0.072
H 5.913019 1.654951 5.080157 0.140 0.157 0.208 0.040
H 6.767228 0.209777 5.480282 1.051 0.575 0.523 0.088
H 6.652644 1.673495 6.713611 1.153 0.103 -0.232 0.089
H 5.326037 0.054149 7.602001 0.522 -0.620 0.176 0.114
H 4.634386 -0.490902 6.108391 0.124 0.020 -0.326 0.094
H 4.283176 2.042279 7.791335 0.078 -0.482 -0.378 0.134
H 3.078750 0.870617 7.421251 -0.266 -0.521 0.334 0.083
H 4.149800 2.742899 5.264685 0.089 0.101 0.053 0.084
H 2.844864 3.173805 6.360295 0.032 0.295 0.357 0.098
H 2.740485 -0.726838 4.863623 0.752 0.270 0.038 0.091
H 1.399773 -0.436076 3.936737 -0.507 0.349 -0.536 0.090
H 0.062445 -0.139012 6.027074 0.078 0.175 0.631 0.100
H 1.495941 -0.613564 7.003765 -0.375 -0.376 -0.568 0.123
H 1.319437 -2.712465 5.266447 0.134 -0.177 -0.375 0.099
H -0.229304 -1.950547 4.860004 -0.079 -0.152 -0.631 0.079
H -0.840117 -2.492979 7.456295 0.713 0.184 -0.089 0.094
H 0.491173 -3.702877 7.186140 -0.238 0.495 0.204 0.085
H -0.963892 -3.648434 6.251540 -0.058 -0.307 -0.565 0.018
H 0.751667 3.507128 5.098587 0.439 1.084 0.002 0.083
H 0.146075 2.227817 6.003219 -0.054 -0.455 0.865 0.100
H -0.487922 1.087789 3.696289 0.154 0.809 0.170 0.111
H -0.264542 2.701530 3.039843 0.055 0.222 -0.102 0.083
H -2.037829 1.997056 5.426103 -0.005 -0.378 0.397 0.103
H -2.687836 2.171331 3.830953 0.412 -0.357 -0.212 0.082
H -1.973387 4.546943 3.760537 -0.196 0.002 0.362 0.065
H -1.420862 4.391219 5.431970 -0.037 0.430 0.368 0.060
H -3.188031 4.190723 5.070832 0.974 -0.030 -0.207 0.089
H 2.552030 3.038248 3.223385 0.322 0.187 -0.922 0.098
H 1.870728 1.554585 2.432572 -0.021 0.451 0.721 0.115
H 4.016843 0.336980 2.920648 -0.009 -0.197 0.459 0.118
H 4.760321 1.895879 3.199480 0.344 -0.005 -0.251 0.103
H 4.191485 2.435906 0.785052 -0.238 -0.560 0.231 0.119
H 3.206737 0.926929 0.775161 -0.430 0.228 -0.247 0.073
H 5.472058 0.600741 -0.332415 0.110 0.092 -0.401 0.058
H 5.039810 -0.478185 0.998362 0.231 -0.310 -0.106 0.074
H 6.175965 0.846242 1.299590 -0.053 -0.176 -0.425 0.088
P 0.236895 -1.507101 0.273795 0.712 0.940 -0.980 0.237
F -1.086999 -2.377957 0.035874 -0.078 -0.186 0.305 -0.157
F 0.624407 -2.354366 1.634937 -0.335 0.545 -0.906 -0.181
F 1.101220 -2.522772 -0.674510 -0.397 -0.472 0.520 -0.183
F 1.600775 -0.620024 0.386988 -0.371 0.025 0.904 -0.181
F -0.092350 -0.647105 -1.111292 -0.398 -0.175 0.663 -0.203
F -0.612862 -0.410912 1.159248 0.689 -0.720 -0.348 -0.182